Density functional theory data (wB97M-V/def2-TZVPD) for C26H30ClN7NaO5S as an isolated structure.

Geometry as XYZ:
```
71
Properties=species:S:1:pos:R:3
Na 0.05554 -0.80314 0.74631
C -2.39199 2.44483 3.73315
O -3.28490 2.00329 2.72316
C -2.73611 1.19072 1.76568
O -1.54322 0.95943 1.69972
N -3.68921 0.80480 0.89587
N -3.46655 -0.04440 -0.21180
H -2.81882 3.38095 4.12621
H -1.39242 2.60090 3.29991
H -2.26408 1.71938 4.53703
H -4.65313 1.02211 1.09121
H -2.67855 0.38820 -0.74062
H -3.08330 -0.92357 0.19844
C -2.54162 -4.43277 2.17082
C -1.73604 -3.51786 1.28525
N -0.85563 -2.71201 1.81421
O -0.71928 -2.90658 3.22121
C -1.77420 -3.54644 -0.17032
C -2.34902 -4.71088 -0.90045
N -1.16085 -2.57244 -0.86159
O -0.92371 -2.80137 -2.09065
H -2.50181 -3.94930 3.16762
H -2.02599 -5.42097 2.25334
H -3.55958 -4.62739 1.77810
H -0.17499 -2.12838 3.51537
H -1.86193 -5.65264 -0.60209
H -2.20450 -4.59546 -1.96425
H -3.45089 -4.82827 -0.74229
N 5.81393 -1.38719 -4.34626
C 5.07896 -0.23301 -4.20885
O 5.26225 0.73895 -4.93080
C 4.01465 -0.28308 -3.17604
C 3.22066 0.85003 -2.96931
C 2.24581 0.80549 -1.98627
N 1.90183 -0.29041 -1.29842
C 2.58958 -1.38257 -1.59638
C 3.66371 -1.43514 -2.49915
H 6.59556 -1.23326 -4.97905
H 5.91180 -2.05755 -3.58678
H 3.45299 1.81003 -3.46209
H 1.64296 1.73005 -1.78856
H 2.30440 -2.31949 -1.09598
H 4.23819 -2.36015 -2.58019
Cl -3.69252 5.28125 -5.27770
C -3.18683 4.05536 -4.23873
C -2.85779 4.35742 -2.88878
C -2.24059 3.39663 -2.10633
C -1.87601 2.09578 -2.61410
C -1.24544 1.14969 -1.82658
C -2.26725 1.80648 -3.99146
C -2.90721 2.75248 -4.75597
H -3.16618 5.32407 -2.46219
H -1.92290 3.62516 -1.08416
H -0.88958 1.43143 -0.86400
H -0.87630 0.22160 -2.23316
H -1.95428 0.85348 -4.42060
H -3.20599 2.51649 -5.75854
S 3.49029 -1.52752 4.29179
C 2.75735 -1.69237 2.72693
N 2.04898 -0.68455 2.25157
C 2.24952 0.40895 3.11293
C 1.76857 1.71636 2.88933
C 2.02808 2.70930 3.85247
C 2.80686 2.40765 4.95958
C 3.36540 1.15546 5.19949
C 3.07999 0.13121 4.28260
H 2.80766 -2.64886 2.19205
H 1.21499 1.94714 1.95300
H 1.61417 3.72187 3.76267
H 2.99949 3.20181 5.67072
H 3.90704 0.99274 6.14274
```

Total charge: -1
LUMO energy (eV): 1.498
Kohn-Sham gap (eV): 3.4
HOMO level (hartree): -0.06928
ΔE to the lowest compared entry with this formula, charge and spin (kcal/mol): 0.0